Entry 1:
Entry from the Open Molecules 2025 dataset: a molecular structure, C3H2FO2Pb at a distorted geometry (the ωB97M-V functional and the def2-TZVPD basis).

Computed properties:
- net charge = -1
- E_HOMO (spin up / spin down) (eV) = -1.99 / -1.97
- gap between HOMO and LUMO (spin up / spin down) (eV) = 5.49 / 5.43
- M (g/mol) = 296.2
- E_tot (eV) = -15200.0590
- max |F| (hartree/bohr) = 0.0510
- LUMO level (spin up / spin down) (eV) = 3.506 / 3.464
- energy relative to the best compared isomer or geometry (same formula, charge and spin) (kcal per mole) = 36.5

Last column: Löwdin charge in e.
Cartesian coordinates (Å):
C -0.745 1.082 0.406  -0.614
C 0.866 -0.964 0.125  -0.168
O 0.196 0.661 1.133  -0.112
O -0.910 0.285 -0.703  -0.191
C 0.138 -0.614 -1.000  -0.185
H 1.957 -0.986 0.150  0.108
F 0.339 -1.943 0.952  -0.031
H 0.721 -0.285 -1.865  0.074
Pb -2.561 2.764 0.803  0.119

Entry 2:
Entry from the Open Molecules 2025 dataset: a molecular structure, C3H2HgLiO3 at a distorted geometry (the ωB97M-V functional and the def2-TZVPD basis).

Computed properties:
- net charge = +2
- E_HOMO (spin up / spin down) (eV) = -16.24 / -16.24
- gap between HOMO and LUMO (spin up / spin down) (eV) = 4.12 / 3.06
- ⟨S²⟩ = 0.761
- spin multiplicity = 2
- M (g/mol) = 293.6
- E_tot (eV) = -13642.7945
- max |F| (hartree/bohr) = 0.1638
- LUMO level (spin up / spin down) (eV) = -12.119 / -13.181
- energy relative to the best compared isomer or geometry (same formula, charge and spin) (kcal per mole) = 93.0

Last column: Löwdin charge in e.
Cartesian coordinates (Å):
C 1.925 1.148 1.781  0.087
C 1.024 0.222 1.571  -0.233
O 0.143 -0.558 1.654  0.033
Li -1.253 -1.380 0.567  0.821
H 2.801 1.194 1.135  0.096
H 1.826 1.796 2.653  0.111
O -1.296 0.115 -3.160  0.018
C -0.887 -0.242 -2.058  -0.279
Hg -2.781 -1.246 -2.834  1.559
O -1.502 -1.050 -1.309  -0.213

Entry 3:
Entry from the Open Molecules 2025 dataset: a molecular structure, C3H2I3N at a distorted geometry (the ωB97M-V functional and the def2-TZVPD basis).

Computed properties:
- net charge = 0
- E_HOMO (eV) = -9.01
- gap between HOMO and LUMO (eV) = 8.07
- M (g/mol) = 432.8
- E_tot (eV) = -28932.2579
- max |F| (hartree/bohr) = 0.1126
- LUMO level (eV) = -0.937
- energy relative to the best compared isomer or geometry (same formula, charge and spin) (kcal per mole) = 34.3

Last column: Löwdin charge in e.
Cartesian coordinates (Å):
C 0.797 0.388 0.184  -0.410
C -0.821 -0.744 1.150  -0.701
C 0.930 0.965 -1.012  -1.325
N 0.287 0.139 1.370  0.034
I -0.889 -1.966 -0.579  0.816
I 2.786 0.507 -2.017  0.710
I -0.320 2.215 -2.093  0.798
H -1.580 -0.038 1.066  0.025
H -1.191 -1.465 1.932  0.054

Entry 4:
Entry from the Open Molecules 2025 dataset: C3H2INS in the gas phase at a distorted geometry (the ωB97M-V functional and the def2-TZVPD basis).

Computed properties:
- net charge = 0
- E_HOMO (spin up / spin down) (eV) = -8.34 / -8.34
- gap between HOMO and LUMO (spin up / spin down) (eV) = 7.73 / 7.73
- M (g/mol) = 211.0
- E_tot (eV) = -23563.6553
- max |F| (hartree/bohr) = 0.0771
- LUMO level (spin up / spin down) (eV) = -0.608 / -0.609
- energy relative to the best compared isomer or geometry (same formula, charge and spin) (kcal per mole) = 113.1

Last column: Löwdin charge in e.
Cartesian coordinates (Å):
C -0.733 0.970 -0.129  0.168
C 0.039 0.661 -1.135  -0.415
C 0.146 -0.934 1.129  -1.085
N 0.911 -0.367 -1.265  -0.412
S 1.135 -1.404 -0.072  0.832
I -0.108 -1.642 3.035  0.763
H -1.465 1.439 0.466  0.034
H 0.074 1.277 -2.028  0.113